--- P ---
# C4H12NO

A cluster of 2 separate species, C4H12NO in total (ωB97M-V/def2-TZVPD, OMol25).

Output
**Molar mass**: 90.1 g mol⁻¹
**E_HOMO**: -14.20 eV
**Charge**: +1
**Orbital gap**: 0.4048 hartree

Structure (XYZ):
```
18
Properties=species:S:1:pos:R:3:mulliken_charge:R:1
C -1.25 0.58 2.23 -0.827
N -0.09 -0.05 1.54 -0.183
H -1.85 -0.20 2.69 0.349
H -0.92 1.30 2.96 0.354
H -1.85 1.07 1.48 0.337
H -0.33 -0.75 0.79 0.267
H 0.48 -0.54 2.24 0.392
H 0.53 0.64 1.11 0.343
C 0.47 -1.12 -1.63 -0.472
O -0.38 -1.69 -0.62 -0.633
C 0.37 0.38 -1.68 -0.009
C 1.40 1.19 -1.46 -0.842
H 0.19 -1.53 -2.60 0.364
H 1.48 -1.44 -1.39 0.308
H -1.30 -1.70 -0.94 0.339
H -0.61 0.78 -1.91 0.309
H 1.27 2.26 -1.53 0.309
H 2.39 0.80 -1.26 0.294
```

--- Q ---
# C4H12NO

A cluster of 2 separate species, C4H12NO in total (ωB97M-V/def2-TZVPD, OMol25).

Output
**Molar mass**: 90.1 g mol⁻¹
**E_HOMO**: -13.49 eV
**Charge**: +1
**Orbital gap**: 0.3643 hartree

Structure (XYZ):
```
18
Properties=species:S:1:pos:R:3:mulliken_charge:R:1
C 1.22 -1.00 0.17 -0.583
N 0.47 0.37 0.18 -0.100
C 1.43 1.37 -0.37 -0.636
C 2.85 0.84 -0.04 -0.596
C 2.66 -0.65 -0.17 -0.582
H 1.13 -1.42 1.17 0.328
H 0.61 -1.72 -0.38 0.362
H 0.29 0.62 1.15 0.383
H -0.34 0.30 -0.41 0.339
H 1.31 2.34 0.10 0.353
H 1.35 1.51 -1.45 0.340
H 3.59 1.38 -0.61 0.397
H 3.00 1.11 1.01 0.274
H 3.28 -1.43 0.29 0.400
H 2.96 -1.00 -1.17 0.322
H -7.02 -0.41 0.97 0.318
H -6.28 -1.39 0.23 0.310
O -6.99 -0.73 0.07 -0.628
```

It comes down to P, which is 0.0039 hartree more stable than the next structure.

--- P ---
# C2H5N2P

The molecule C2H5N2P (ωB97M-V/def2-TZVPD, OMol25).

Output
**Structure (SMILES)**: [H]/N=P/N1CC1
**Molar mass**: 88.0 g mol⁻¹
**E_HOMO**: -9.14 eV
**Orbital gap**: 0.3398 hartree

Structure (XYZ):
```
10
Properties=species:S:1:pos:R:3:mulliken_charge:R:1
H 3.96 -0.73 0.46 0.248
N 3.06 -0.67 0.82 -0.510
P 1.99 -0.64 -0.44 0.162
N 0.26 -0.30 -0.06 -0.116
C -0.83 0.09 -0.79 -0.354
C -0.74 0.39 0.72 -0.338
H -1.53 -0.71 -1.12 0.209
H -0.74 0.95 -1.47 0.237
H -0.50 1.36 1.12 0.261
H -1.52 -0.16 1.32 0.201
```

--- Q ---
# C2H5N2P

The molecule C2H5N2P (ωB97M-V/def2-TZVPD, OMol25).

Output
**Structure (SMILES)**: C1CNP=N1
**Molar mass**: 88.0 g mol⁻¹
**E_HOMO**: -8.94 eV
**Orbital gap**: 0.3469 hartree

Structure (XYZ):
```
10
Properties=species:S:1:pos:R:3:mulliken_charge:R:1
C 0.21 -1.07 -0.09 -0.442
C 0.66 0.42 -0.01 -0.296
N -0.58 1.23 -0.04 -0.383
P -1.98 0.23 -0.05 0.137
N -1.25 -1.17 -0.08 -0.334
H 0.67 -1.32 -1.09 0.179
H 0.54 -1.66 0.67 0.373
H 1.12 0.49 1.00 0.221
H 1.14 0.88 -0.90 0.292
H -0.52 1.98 0.59 0.254
```

It comes down to Q, which is 0.0551 hartree more stable than the next structure.

--- P ---
# C14H21N3O3

The molecule C14H21N3O3 (ωB97M-V/def2-TZVPD, OMol25).

Output
**Structure (SMILES)**: CCNCCNC(=O)c1c(O)c2c([nH]c1=O)CCCC2
**Molar mass**: 279.3 g mol⁻¹
**E_HOMO**: -8.37 eV
**Orbital gap**: 0.3296 hartree

Structure (XYZ):
```
41
Properties=species:S:1:pos:R:3:mulliken_charge:R:1
C -4.25 -1.56 1.80 -1.171
C -4.07 -1.43 0.28 -0.098
N -4.78 -0.32 -0.32 -0.303
C -4.25 1.01 -0.06 -0.315
C -3.26 1.45 -1.16 -1.185
N -1.97 0.81 -1.05 -0.160
C -0.93 1.40 -0.47 0.757
O -0.96 2.58 -0.08 -0.869
C 0.31 0.59 -0.35 -0.337
C 1.45 1.21 0.17 0.409
O 1.46 2.47 0.54 -0.674
C 2.66 0.46 0.30 0.432
C 2.67 -0.85 -0.07 0.469
N 1.55 -1.43 -0.56 -0.009
C 0.33 -0.79 -0.73 0.787
O -0.60 -1.46 -1.18 -0.865
C 3.95 -1.60 0.06 -1.057
C 5.09 -0.79 -0.58 -0.568
C 5.07 0.69 -0.17 -0.656
C 3.94 1.04 0.80 -1.209
H -5.31 -1.67 2.05 0.309
H -3.72 -2.44 2.16 0.382
H -3.86 -0.69 2.31 0.320
H -4.44 -2.34 -0.20 0.323
H -3.01 -1.34 0.04 -0.091
H -5.75 -0.36 -0.06 0.247
H -3.74 1.09 0.91 0.152
H -5.07 1.73 -0.07 0.437
H -3.69 1.20 -2.14 0.400
H -3.10 2.52 -1.09 0.452
H -1.87 -0.17 -1.32 0.373
H 0.52 2.82 0.39 0.400
H 1.57 -2.41 -0.84 0.252
H 3.88 -2.59 -0.41 0.345
H 4.16 -1.74 1.12 0.337
H 6.04 -1.25 -0.30 0.315
H 5.00 -0.87 -1.66 0.304
H 4.95 1.31 -1.06 0.334
H 6.03 0.97 0.28 0.327
H 4.17 0.63 1.79 0.335
H 3.85 2.12 0.90 0.368
```

--- Q ---
# C14H21N3O3

A structure of composition C14H21N3O3 (ωB97M-V/def2-TZVPD, OMol25).

Output
**Molar mass**: 279.3 g mol⁻¹
**E_HOMO**: -7.40 eV
**Orbital gap**: 0.2784 hartree

Structure (XYZ):
```
41
Properties=species:S:1:pos:R:3:mulliken_charge:R:1
C -5.22 -1.09 0.17 -1.090
H -5.29 -1.62 1.02 0.442
H -5.19 0.07 0.24 0.255
H -5.99 -1.40 -0.64 0.356
C -3.87 -1.63 -0.64 -0.144
N -2.85 -1.33 0.50 -0.327
H -3.04 -1.96 1.42 0.235
C -2.51 0.14 0.75 -0.888
H -3.37 0.84 0.59 0.093
C -1.19 0.59 0.13 0.524
N -0.27 -0.17 0.27 0.089
C 1.01 -0.01 0.09 0.487
C 2.08 -1.31 0.12 -2.058
C 3.44 -0.77 0.22 0.717
C 3.89 0.44 -0.02 0.690
C 2.87 1.43 0.21 -1.236
C 1.62 1.06 0.17 0.950
C 0.55 2.29 0.15 -0.603
C -0.61 2.04 0.69 -1.117
H -1.49 2.77 0.77 0.282
H -0.57 1.77 1.73 0.444
H 0.88 3.33 0.69 0.272
H 0.37 2.71 -0.93 0.194
H 3.22 2.54 0.20 0.170
C 5.36 1.00 -0.18 -0.603
O 6.03 0.63 -1.21 -0.576
H 6.06 -0.53 -1.30 0.506
H 5.50 2.06 0.22 0.369
H 5.84 0.25 0.95 0.180
N 4.32 -2.04 0.29 1.026
O 3.85 -2.93 0.60 -0.567
O 5.40 -1.90 -0.31 -0.715
H 1.77 -2.12 0.31 0.740
H -0.56 -1.45 0.20 0.396
H -1.51 0.74 -0.91 -0.158
H -2.24 0.32 1.98 0.279
C -3.61 -0.71 -1.97 -1.988
H -4.39 -1.00 -2.27 0.762
H -3.73 0.41 -1.65 0.210
H -2.77 -0.83 -2.09 0.721
H -3.81 -2.60 -0.54 0.680
```

It comes down to P, which is 0.8445 hartree more stable than the next structure.

--- P ---
# CH3NO

The molecule CH3NO (ωB97M-V/def2-TZVPD, OMol25).

Output
**Structure (SMILES)**: C=NO
**Molar mass**: 45.0 g mol⁻¹
**E_HOMO**: -10.22 eV
**Orbital gap**: 0.4057 hartree

Structure (XYZ):
```
6
Properties=species:S:1:pos:R:3:mulliken_charge:R:1
C 0.61 -0.05 0.92 -0.229
N 0.07 0.51 -0.06 -0.299
O -0.60 -0.25 -0.96 -0.284
H 0.42 -1.03 1.27 0.226
H 1.27 0.57 1.51 0.246
H -1.09 -0.87 -0.17 0.340
```

--- Q ---
# CH3NO

The molecule CH3NO (ωB97M-V/def2-TZVPD, OMol25).

Output
**Structure (SMILES)**: NC=O
**Molar mass**: 45.0 g mol⁻¹
**E_HOMO**: -10.25 eV
**Orbital gap**: 0.4141 hartree

Structure (XYZ):
```
6
Properties=species:S:1:pos:R:3:mulliken_charge:R:1
N 0.77 0.08 0.42 -0.468
C -0.60 -0.26 -0.27 0.160
O -1.60 -0.55 0.28 -0.403
H 1.33 0.60 -0.32 0.254
H 0.64 0.35 1.33 0.232
H -0.53 -0.22 -1.46 0.225
```

--- R ---
# CH3NO

A structure of composition CH3NO (ωB97M-V/def2-TZVPD, OMol25).

Output
**Molar mass**: 45.0 g mol⁻¹
**E_HOMO**: -9.15 eV
**Orbital gap**: 0.3411 hartree

Structure (XYZ):
```
6
Properties=species:S:1:pos:R:3:mulliken_charge:R:1
C 0.65 0.33 -0.03 -0.194
N -0.37 -0.40 -0.06 -0.083
O -2.01 0.18 0.02 -0.509
H 1.62 -0.11 0.14 0.242
H 0.56 1.39 -0.18 0.284
H -0.45 -1.39 0.11 0.261
```

It comes down to Q, which is 0.0878 hartree more stable than the next structure.

--- P ---
# C16H32O

A structure of composition C16H32O (ωB97M-V/def2-TZVPD, OMol25).

Output
**Molar mass**: 240.4 g mol⁻¹
**E_HOMO**: -9.44 eV
**Orbital gap**: 0.3744 hartree

Structure (XYZ):
```
49
Properties=species:S:1:pos:R:3:mulliken_charge:R:1
C -2.80 3.91 0.49 -1.243
C -1.42 4.02 -0.26 -0.833
C -0.22 4.27 0.77 -0.812
C -0.06 3.26 1.74 -0.065
C 1.12 3.58 2.46 -0.648
C 2.46 3.33 1.94 -0.883
C 3.01 1.96 2.26 -0.825
C 2.41 0.76 1.49 -0.684
C 2.31 0.76 0.01 -0.815
C 1.43 -0.54 -0.51 -1.166
C 0.16 -0.50 -0.08 0.289
C -0.66 -1.49 -0.89 -0.310
C -0.60 -2.89 -0.49 -0.540
C -1.37 -4.12 -0.78 -0.628
C -1.28 -4.24 -2.45 -0.729
C -2.32 -5.34 -2.66 -0.061
O -2.15 -6.26 -3.55 -0.527
H -3.35 -5.24 -2.31 0.363
H -1.51 -3.50 -2.94 0.630
H -0.29 -4.58 -2.49 0.301
H -2.41 -3.70 -0.64 0.316
H -1.15 -4.97 -0.10 0.347
H 0.63 -3.29 -0.54 0.179
H -0.52 -2.96 0.95 0.120
H -0.37 -1.53 -2.10 0.132
H -1.88 -1.48 -0.75 0.097
H -0.58 0.55 -0.57 -0.250
H -0.04 -0.62 0.90 0.667
H 1.85 -1.38 0.08 0.118
H 1.54 -0.61 -1.52 0.614
H 1.86 1.56 -0.31 0.505
H 3.28 0.75 -0.46 0.400
H 1.36 0.69 2.05 0.066
H 2.71 -0.14 1.87 0.840
H 4.09 1.92 1.63 0.324
H 3.48 1.62 3.26 0.215
H 3.34 4.03 2.08 0.327
H 2.31 3.36 1.07 0.588
H 1.24 4.50 3.08 0.316
H 1.29 2.84 3.67 0.338
H -1.04 3.10 2.55 0.144
H 0.06 2.38 1.52 -0.131
H -0.56 5.43 1.45 0.282
H 0.53 4.74 0.29 0.696
H -1.01 3.33 -0.75 0.570
H -1.51 4.86 -1.00 0.296
H -3.64 3.82 -0.36 0.305
H -2.96 3.03 1.02 0.384
H -2.89 4.82 0.96 0.381
```

--- Q ---
# C16H32O

The molecule C16H32O (ωB97M-V/def2-TZVPD, OMol25).

Output
**Structure (SMILES)**: CCCCCCCCCCCCCCCC=O
**Molar mass**: 240.4 g mol⁻¹
**E_HOMO**: -9.81 eV
**Orbital gap**: 0.3892 hartree

Structure (XYZ):
```
49
Properties=species:S:1:pos:R:3:mulliken_charge:R:1
C 2.57 3.18 1.09 -1.104
C 3.30 3.20 -0.25 -0.602
C 3.41 1.81 -0.89 -0.362
C 4.39 0.89 -0.16 -0.506
C 4.49 -0.50 -0.79 -0.855
C 3.66 -1.57 -0.08 -0.962
C 2.15 -1.32 -0.12 -0.029
C 1.37 -2.49 0.47 -1.050
C -0.13 -2.22 0.60 -0.513
C -0.82 -2.02 -0.75 -0.499
C -2.35 -2.04 -0.64 -0.966
C -2.92 -0.87 0.16 -0.254
C -4.44 -0.87 0.13 -0.673
C -5.07 0.19 1.03 -0.850
C -4.85 1.62 0.53 -0.588
C -5.63 1.95 -0.70 0.024
O -6.46 1.26 -1.23 -0.469
H 3.12 2.60 1.83 0.298
H 2.46 4.19 1.48 0.380
H 1.58 2.75 0.98 0.251
H 2.76 3.86 -0.93 0.331
H 4.30 3.62 -0.11 0.310
H 3.75 1.93 -1.92 0.359
H 2.42 1.36 -0.92 0.069
H 5.37 1.37 -0.17 0.445
H 4.09 0.79 0.89 0.209
H 4.19 -0.45 -1.84 0.420
H 5.53 -0.83 -0.77 0.328
H 3.98 -1.65 0.96 0.351
H 3.86 -2.54 -0.55 0.416
H 1.92 -0.42 0.46 0.153
H 1.85 -1.15 -1.15 0.333
H 1.77 -2.72 1.46 0.381
H 1.52 -3.38 -0.15 0.365
H -0.59 -3.06 1.11 0.372
H -0.27 -1.33 1.22 0.231
H -0.51 -2.82 -1.42 0.373
H -0.51 -1.07 -1.19 0.168
H -2.66 -2.98 -0.19 0.341
H -2.77 -2.01 -1.65 0.358
H -2.53 0.06 -0.25 0.238
H -2.58 -0.95 1.20 0.254
H -4.79 -0.72 -0.89 0.332
H -4.80 -1.85 0.46 0.406
H -4.66 0.10 2.04 0.410
H -6.15 0.02 1.08 0.365
H -5.15 2.34 1.29 0.373
H -3.79 1.81 0.32 0.290
H -5.39 2.95 -1.11 0.348
```

It comes down to Q, which is 0.5726 hartree more stable than the next structure.

--- P ---
# CH3OS

A cluster of 2 separate species, CH3OS in total (ωB97M-V/def2-TZVPD, OMol25).

Output
**Molar mass**: 63.1 g mol⁻¹
**E_HOMO**: -2.60 eV
**Charge**: -1
**Orbital gap**: 0.2371 hartree

Structure (XYZ):
```
6
Properties=species:S:1:pos:R:3:mulliken_charge:R:1
S -0.57 1.11 1.71 -0.815
H 0.33 0.65 0.85 -0.172
O 0.59 -1.12 -2.45 -0.440
C 0.57 -1.24 -1.26 -0.041
H -0.30 -1.57 -0.67 0.246
H 1.45 -1.00 -0.66 0.222
```

--- Q ---
# CH3OS

A cluster of 2 separate species, CH3OS in total (ωB97M-V/def2-TZVPD, OMol25).

Output
**Molar mass**: 63.1 g mol⁻¹
**E_HOMO**: -2.51 eV
**Charge**: -1
**Orbital gap**: 0.2176 hartree

Structure (XYZ):
```
6
Properties=species:S:1:pos:R:3:mulliken_charge:R:1
S 2.55 1.48 1.97 -0.910
H 1.26 0.84 1.62 -0.088
O -1.50 -0.28 -1.92 -0.398
C -0.99 -0.64 -0.89 -0.032
H -1.37 -0.28 0.09 0.214
H 0.05 -1.12 -0.88 0.214
```

It comes down to P, which is 0.0140 hartree more stable than the next structure.